A molecular structure, C14H28FNO4Sb at a distorted geometry. Source: the OMol25 dataset; level of theory: the ωB97M-V functional and the def2-TZVPD basis.

```
! RIJCOSX wB97M-V def2-TZVPD def2/J DEFGRID3
* xyz -1 1
C 0.396 -2.784 4.351
C -0.549 -3.618 3.258
O -0.084 -3.208 1.918
C -1.179 -3.197 0.937
C -0.883 -2.361 -0.439
Sb -0.175 -0.287 -0.175
C 1.827 -0.973 0.614
C -2.065 0.613 -0.961
C -2.247 2.217 -0.522
C -3.751 2.443 0.175
F -4.679 3.167 -0.773
C 0.536 -0.352 -2.289
C 2.143 -0.584 -2.465
O 3.005 0.502 -1.984
C 2.542 1.830 -2.412
O 2.080 2.144 -3.634
C 2.671 3.040 -1.265
C 2.894 4.526 -1.920
O -0.768 -0.159 1.773
C -2.227 -0.126 1.932
N -3.496 -0.441 2.090
H 0.482 -1.652 4.045
H 1.486 -3.262 4.415
H -0.079 -2.810 5.421
H -0.290 -4.776 3.359
H -1.696 -3.407 3.450
H -2.228 -2.878 1.404
H -1.335 -4.334 0.608
H -1.908 -2.348 -1.049
H -0.148 -3.033 -1.089
H 0.448 1.353 -0.053
H 2.177 -1.962 0.097
H 2.638 -0.104 0.576
H 1.683 -1.201 1.773
H -3.013 -0.035 -0.736
H -1.982 0.652 -2.152
H -2.235 2.921 -1.484
H -1.394 2.567 0.225
H -3.642 3.048 1.198
H -4.297 1.400 0.374
H 0.099 0.576 -2.882
H 0.004 -1.303 -2.778
H 2.513 -1.634 -2.031
H 2.343 -0.669 -3.639
H 3.679 2.781 -0.681
H 1.770 3.027 -0.517
H 1.991 5.196 -1.584
H 3.856 5.000 -1.405
H 3.083 4.496 -3.074
*
```

Here are the Löwdin charges for atoms 1 to 4, given in e: -0.109, -0.240, -0.263, -0.297

A molecular structure, C36H32BrMgN4O6S3 at a distorted geometry. Source: the OMol25 dataset; level of theory: the ωB97M-V functional and the def2-TZVPD basis.

```
! RIJCOSX wB97M-V def2-TZVPD def2/J DEFGRID3
* xyz -1 1
Mg 0.277 -0.570 -0.041
Br 3.436 -2.796 0.521
C 3.668 -0.981 0.046
C 4.975 -0.513 0.002
C 5.161 0.835 -0.258
C 4.041 1.630 -0.423
C 2.781 1.042 -0.362
N 2.603 -0.250 -0.147
C 1.529 1.916 -0.387
O 1.687 3.112 -0.641
O 0.468 1.333 -0.092
H 5.797 -1.189 0.182
H 6.159 1.250 -0.300
H 4.092 2.695 -0.579
O -2.408 -2.806 1.845
S -2.280 -1.375 1.714
O -1.574 -0.729 2.807
N -1.707 -0.880 0.315
C -2.364 -1.202 -0.811
C -3.588 -1.867 -0.871
C -4.236 -2.092 -2.083
C -3.696 -1.679 -3.275
C -2.448 -1.034 -3.279
C -1.799 -0.613 -4.458
C -0.576 -0.004 -4.375
C 0.000 0.188 -3.108
N -0.577 -0.198 -2.003
C -1.773 -0.793 -2.050
C -3.931 -0.665 1.914
C -4.199 0.590 1.400
C -5.392 1.215 1.720
C -6.300 0.588 2.561
C -6.033 -0.681 3.053
C -4.842 -1.309 2.728
H -4.027 -2.238 0.041
H -5.189 -2.604 -2.074
H -4.206 -1.851 -4.212
H -2.279 -0.786 -5.415
H -0.050 0.315 -5.264
H 0.965 0.665 -3.010
H -3.458 1.058 0.772
H -5.610 2.199 1.327
H -7.218 1.091 2.836
H -6.746 -1.173 3.701
H -4.594 -2.295 3.093
O 1.786 -1.811 -2.325
C 1.115 -2.578 -1.651
O 0.560 -2.355 -0.557
H 0.980 -3.635 -2.037
N 0.974 -0.573 1.914
S 2.011 -1.034 2.965
C 1.110 -2.147 4.089
C 0.191 -1.671 5.006
C -0.582 -2.572 5.716
C -0.441 -3.934 5.502
C 0.470 -4.400 4.570
C 1.250 -3.506 3.860
C 2.234 0.326 4.190
C 3.237 0.242 5.142
C 3.418 1.289 6.033
C 2.596 2.403 5.968
C 1.610 2.487 4.997
C 1.434 1.450 4.095
H 0.042 -0.432 2.297
H 0.064 -0.610 5.150
H -1.307 -2.207 6.428
H -1.046 -4.634 6.059
H 0.562 -5.460 4.380
H 1.954 -3.848 3.117
H 3.870 -0.632 5.184
H 4.196 1.236 6.782
H 2.724 3.209 6.680
H 0.977 3.363 4.947
H 0.684 1.500 3.318
C -0.658 3.918 1.330
S -1.194 2.254 1.835
C -2.216 2.712 3.282
H -0.111 4.392 2.142
H -1.517 4.522 1.044
H 0.003 3.774 0.478
H -3.090 3.286 2.976
H -1.632 3.282 4.000
H -2.527 1.770 3.720
*
```

Here are the Löwdin charges for atoms 1 to 4, given in e: 0.408, 0.845, -0.695, -0.107

A molecular structure, C32H47N5OS3Ti. Source: the OMol25 dataset; level of theory: the ωB97M-V functional and the def2-TZVPD basis.

```
! RIJCOSX wB97M-V def2-TZVPD def2/J DEFGRID3
* xyz 0 1
Ti -0.003 0.115 0.455
C -1.277 3.323 -1.138
C -0.089 3.822 -0.365
C 0.575 4.978 -0.760
C 1.650 5.465 -0.035
C 2.061 4.795 1.105
C 1.425 3.629 1.523
C 1.870 2.941 2.783
C 0.354 3.136 0.773
N -0.332 1.939 1.164
C -1.479 2.117 1.945
C -1.752 3.379 2.714
C -2.283 1.027 2.002
C -3.523 0.969 2.849
N -1.837 -0.050 1.239
C -2.851 -1.011 0.912
C -2.856 -2.300 1.451
C -1.767 -2.796 2.363
C -3.907 -3.162 1.145
C -4.933 -2.773 0.305
C -4.909 -1.501 -0.246
C -3.885 -0.612 0.048
C -3.880 0.755 -0.575
H -1.419 3.904 -2.048
H -2.187 3.383 -0.537
H -1.152 2.276 -1.420
H 0.237 5.501 -1.647
H 2.157 6.369 -0.349
H 2.884 5.183 1.696
H 2.750 3.434 3.197
H 2.117 1.898 2.585
H 1.084 2.966 3.542
H -1.055 4.172 2.449
H -1.674 3.209 3.792
H -2.762 3.748 2.521
H -3.341 1.434 3.820
H -3.838 -0.060 3.019
H -4.366 1.495 2.392
H -0.784 -2.496 2.006
H -1.794 -3.883 2.422
H -1.889 -2.407 3.377
H -3.902 -4.160 1.567
H -5.738 -3.457 0.071
H -5.696 -1.188 -0.922
H -4.609 0.807 -1.383
H -2.894 0.979 -0.980
H -4.116 1.536 0.150
C -1.277 -3.537 -1.588
C -0.170 -2.513 -1.736
S -0.751 -0.841 -1.481
C 1.082 -2.793 -2.178
C 1.411 -4.229 -2.526
S 2.390 -1.676 -2.363
H -2.171 -3.079 -1.171
H -0.986 -4.357 -0.926
H -1.558 -3.975 -2.551
H 0.555 -4.901 -2.476
H 2.192 -4.602 -1.859
H 1.824 -4.258 -3.535
C 0.228 -0.151 3.870
C 1.277 -0.997 3.196
O 1.102 -1.017 1.759
C 1.884 -2.064 1.087
C 3.358 -1.992 1.402
H 0.466 -0.093 4.934
H -0.765 -0.573 3.754
H 0.219 0.856 3.462
H 1.237 -2.036 3.535
H 2.276 -0.606 3.394
H 1.740 -1.903 0.013
H 1.443 -3.022 1.372
H 3.734 -0.994 1.185
H 3.867 -2.691 0.739
H 3.588 -2.261 2.433
C 5.603 3.252 0.275
C 5.048 1.835 0.411
C 3.751 1.646 -0.303
N 2.712 1.114 0.224
N 1.638 1.056 -0.621
C 1.900 1.495 -1.830
N 1.012 1.521 -2.841
S 3.507 2.105 -1.966
H 6.526 3.353 0.845
H 4.884 3.985 0.640
H 5.827 3.490 -0.766
H 4.863 1.589 1.458
H 5.771 1.110 0.029
H 0.332 0.759 -2.755
H 1.421 1.570 -3.762
*
```

Here are the Löwdin charges for atoms 1 to 4, given in e: 0.876, -0.026, -0.210, -0.045

One value per record, in order, for HOMO: -4.64 -4.86 -6.08 eV.
One value per record, in order, for orbital gap: 7.7 7.3 6.2 eV.
One value per record, in order, for energy relative to the best compared isomer or geometry (same formula, charge and spin): 9.336 1.145 0.099 eV.